{
  "formula": "C20H27MgO4Si",
  "method": "ωB97M-V/def2-TZVPD",
  "max_force_ev_per_a": 1.74,
  "charge": 1,
  "homo_ev": -10.38,
  "elements": ["Mg", "C", "C", "O", "C", "C", "O", "C", "C", "O", "C", "C", "O", "H", "H", "H", "H", "H", "H", "H", "H", "H", "H", "H", "H", "H", "H", "H", "H", "C", "C", "C", "C", "C", "C", "Si", "C", "C", "C", "C", "C", "C", "H", "H", "H", "H", "H", "H", "H", "H", "H", "H", "H"],
  "positions_angstrom": [[-0.575, 0.089, -0.119], [1.342, 2.408, 0.352], [2.261, 1.517, -0.495], [1.437, 0.526, -1.060], [2.090, -0.488, -1.785], [1.026, -1.548, -2.096], [0.180, -1.799, -0.998], [0.584, -2.763, -0.051], [1.398, -2.151, 1.096], [0.780, -0.926, 1.414], [1.443, -0.132, 2.368], [0.719, 1.221, 2.377], [0.393, 1.664, 1.080], [0.746, 3.024, -0.327], [1.937, 3.055, 1.005], [3.052, 1.057, 0.118], [2.742, 2.119, -1.277], [2.915, -0.914, -1.195], [2.506, -0.094, -2.722], [1.502, -2.469, -2.449], [0.364, -1.155, -2.874], [1.149, -3.573, -0.524], [-0.346, -3.162, 0.363], [2.446, -1.987, 0.801], [1.388, -2.829, 1.960], [2.504, -0.017, 2.104], [1.386, -0.591, 3.365], [1.310, 1.965, 2.922], [-0.248, 1.087, 2.870], [-3.736, 0.022, -5.051], [-2.972, -0.900, -4.352], [-2.735, -0.718, -3.002], [-3.262, 0.368, -2.311], [-4.020, 1.286, -3.030], [-4.252, 1.121, -4.385], [-2.925, 0.583, -0.456], [-3.904, -0.701, 0.540], [-3.519, -2.038, 0.531], [-4.232, -3.002, 1.220], [-5.348, -2.639, 1.958], [-5.731, -1.310, 2.004], [-5.018, -0.355, 1.298], [-3.928, -0.116, -6.106], [-2.577, -1.767, -4.865], [-2.136, -1.448, -2.464], [-4.435, 2.143, -2.519], [-4.849, 1.839, -4.927], [-3.508, 1.898, -0.097], [-2.644, -2.330, -0.046], [-3.936, -4.040, 1.174], [-5.915, -3.388, 2.494], [-6.599, -1.025, 2.580], [-5.332, 0.679, 1.334]],
  "atomic_forces_ev_per_a": [[1.7, -0.2, 0.4], [0.5, 0.3, -0.8], [0.2, 0.5, 0.5], [-0.7, 0.1, 0.0], [0.1, -0.7, -0.2], [0.5, 0.5, -0.8], [-0.4, 0.4, 0.2], [0.1, -0.5, 0.9], [0.2, -0.5, -0.4], [-0.7, 0.2, -0.3], [0.3, 0.6, 0.3], [0.0, -0.6, 0.8], [-0.3, -0.2, -0.2], [0.1, 0.1, 0.1], [-0.1, 0.0, 0.0], [-0.1, -0.1, -0.1], [-0.1, -0.1, 0.1], [-0.1, 0.2, 0.0], [-0.1, -0.1, 0.1], [-0.1, 0.1, 0.0], [0.1, -0.1, 0.0], [-0.1, 0.1, 0.0], [0.1, -0.1, -0.1], [-0.2, 0.1, 0.1], [0.0, 0.1, -0.2], [-0.1, -0.1, -0.1], [0.0, 0.1, -0.1], [-0.1, 0.0, -0.1], [0.1, 0.1, 0.1], [0.0, 0.0, 0.0], [0.0, -0.1, -0.2], [0.1, -0.1, 0.1], [0.0, 0.1, 0.3], [0.0, 0.1, 0.1], [-0.1, 0.0, -0.2], [-0.9, -0.2, -0.3], [0.1, 0.3, -0.2], [0.1, -0.1, -0.1], [0.0, -0.2, 0.0], [0.0, 0.0, 0.0], [-0.1, 0.0, 0.1], [0.0, 0.1, 0.0], [0.0, 0.0, 0.0], [0.1, -0.1, 0.0], [0.0, -0.1, 0.0], [-0.1, 0.1, 0.0], [0.0, 0.1, 0.0], [0.0, 0.1, 0.1], [0.0, -0.1, -0.1], [0.1, -0.1, 0.0], [0.0, 0.0, 0.0], [-0.1, 0.1, 0.0], [-0.1, 0.1, 0.0]],
  "lowdin_charge": [0.726, -0.129, -0.141, -0.203, -0.139, -0.131, -0.221, -0.127, -0.140, -0.200, -0.142, -0.131, -0.222, 0.148, 0.148, 0.135, 0.150, 0.135, 0.151, 0.149, 0.139, 0.148, 0.138, 0.134, 0.151, 0.135, 0.150, 0.148, 0.148, -0.085, -0.090, -0.139, -0.356, -0.111, -0.081, 0.683, -0.357, -0.135, -0.089, -0.085, -0.081, -0.110, 0.105, 0.102, 0.076, 0.093, 0.106, -0.032, 0.073, 0.102, 0.105, 0.106, 0.093]
}

{
  "formula": "C18H22ClN5O4S",
  "method": "ωB97M-V/def2-TZVPD",
  "max_force_ev_per_a": 0.12,
  "homo_ev": -9.21,
  "smiles": "C[C@@H]1CN(C(=O)c2cc(Cl)c3ccncc3n2)C[C@@H]1NC(=O)[C@@H](C)NS(C)(=O)=O",
  "elements": ["C", "C", "C", "N", "C", "O", "C", "C", "C", "Cl", "C", "C", "C", "N", "C", "C", "N", "C", "C", "N", "C", "O", "C", "C", "N", "S", "C", "O", "O", "H", "H", "H", "H", "H", "H", "H", "H", "H", "H", "H", "H", "H", "H", "H", "H", "H", "H", "H", "H", "H", "H"],
  "positions_angstrom": [[4.102, -0.553, 1.180], [4.222, 0.959, 1.141], [3.992, 1.612, 2.510], [3.485, 2.957, 2.183], [2.724, 3.750, 2.976], [2.153, 4.750, 2.568], [2.544, 3.345, 4.422], [1.263, 3.601, 4.977], [1.026, 3.203, 6.250], [-0.548, 3.405, 6.946], [2.060, 2.603, 7.014], [1.954, 2.157, 8.347], [3.050, 1.609, 8.947], [4.255, 1.460, 8.339], [4.363, 1.868, 7.106], [3.300, 2.452, 6.370], [3.531, 2.810, 5.079], [3.431, 3.144, 0.729], [3.234, 1.716, 0.237], [1.853, 1.345, 0.507], [1.235, 0.273, -0.031], [1.711, -0.439, -0.894], [-0.136, -0.020, 0.611], [-0.932, -1.046, -0.167], [0.068, -0.456, 2.005], [-0.028, 0.587, 3.261], [-1.621, 0.307, 3.961], [0.969, 0.184, 4.213], [-0.032, 1.936, 2.745], [3.123, -0.853, 1.556], [4.232, -0.991, 0.191], [4.851, -0.976, 1.852], [5.223, 1.228, 0.788], [4.901, 1.667, 3.105], [3.253, 1.054, 3.088], [0.508, 4.066, 4.364], [1.021, 2.252, 8.883], [2.999, 1.258, 9.970], [5.319, 1.754, 6.607], [4.366, 3.563, 0.351], [2.618, 3.821, 0.480], [3.440, 1.579, -0.823], [1.358, 1.859, 1.225], [-0.688, 0.920, 0.664], [-1.091, -0.700, -1.187], [-0.391, -1.990, -0.222], [-1.895, -1.211, 0.313], [0.794, -1.142, 2.164], [-1.733, 1.011, 4.784], [-2.374, 0.493, 3.199], [-1.668, -0.718, 4.317]],
  "atomic_forces_ev_per_a": [[0.0, 0.0, 0.0], [0.0, 0.0, 0.0], [0.0, 0.0, 0.1], [0.0, 0.0, 0.0], [0.0, 0.0, 0.0], [0.0, 0.0, 0.0], [0.0, 0.1, 0.0], [0.0, 0.0, 0.0], [0.0, 0.0, 0.0], [0.0, 0.0, 0.0], [0.0, 0.0, 0.0], [0.0, 0.0, 0.0], [0.0, 0.0, 0.0], [0.0, 0.0, 0.0], [0.0, 0.0, 0.0], [0.0, 0.0, 0.0], [0.0, -0.1, 0.0], [0.0, 0.0, 0.0], [0.0, 0.0, 0.0], [0.0, 0.0, 0.0], [0.0, 0.0, 0.1], [0.0, 0.0, 0.0], [-0.1, 0.1, 0.0], [0.1, -0.1, 0.0], [-0.1, 0.1, 0.0], [0.1, 0.0, 0.0], [0.0, 0.0, 0.0], [-0.1, 0.0, 0.0], [0.0, 0.0, 0.0], [0.0, 0.0, 0.0], [0.0, 0.0, 0.0], [0.0, 0.0, 0.0], [0.0, 0.0, 0.0], [0.0, 0.0, 0.0], [0.0, 0.0, 0.0], [0.0, 0.0, 0.0], [0.0, 0.0, 0.0], [0.0, 0.0, 0.0], [0.0, 0.0, 0.0], [0.0, 0.0, 0.0], [0.0, 0.0, 0.0], [0.0, 0.0, 0.0], [0.0, 0.0, 0.0], [0.0, 0.0, 0.0], [0.0, 0.0, 0.0], [0.0, 0.0, 0.0], [0.0, 0.0, 0.0], [0.0, 0.0, 0.0], [0.0, 0.0, 0.0], [0.0, 0.0, 0.0], [0.0, 0.0, 0.0]],
  "lowdin_charge": [-0.046, -0.288, -0.101, -0.007, -0.404, 0.069, -0.175, -0.030, -0.572, 0.722, -0.171, -0.030, -0.131, 0.070, -0.071, -0.186, 0.187, -0.069, -0.228, 0.133, -0.456, 0.078, -0.312, -0.041, -0.090, 0.569, -0.123, -0.289, -0.302, 0.064, 0.084, 0.086, 0.146, 0.122, 0.108, 0.119, 0.090, 0.104, 0.117, 0.134, 0.127, 0.158, 0.108, 0.142, 0.090, 0.086, 0.079, 0.120, 0.063, 0.073, 0.074]
}

{
  "formula": "C4H9N3O4",
  "method": "ωB97M-V/def2-TZVPD",
  "max_force_ev_per_a": 5.22,
  "homo_ev": -8.30,
  "smiles": "C/C=C(\\N)C(=O)O.O/N=N\\O",
  "elements": ["C", "C", "C", "N", "C", "O", "O", "H", "H", "H", "H", "H", "H", "H", "O", "N", "N", "O", "H", "H"],
  "positions_angstrom": [[-1.748, 0.774, -2.033], [-0.415, 0.909, -1.385], [0.466, -0.116, -1.183], [0.267, -1.334, -1.692], [1.754, 0.180, -0.470], [1.917, 1.128, 0.285], [2.533, -0.856, -0.461], [-1.787, -0.146, -2.708], [-2.348, 0.516, -1.134], [-2.211, 1.697, -2.339], [-0.149, 1.856, -1.094], [0.861, -2.030, -1.325], [-0.614, -1.508, -1.888], [3.417, -0.519, 0.054], [0.100, 0.664, 2.329], [0.121, -0.743, 2.302], [-0.579, -1.252, 3.154], [-1.200, -0.578, 4.161], [0.765, 0.942, 1.610], [-1.151, 0.417, 3.817]],
  "atomic_forces_ev_per_a": [[-0.1, -2.2, 1.4], [0.9, -2.0, -0.8], [-0.3, 3.9, -0.1], [4.5, -0.1, 0.4], [-2.9, 0.3, 1.2], [0.4, 0.3, -0.7], [4.8, 0.3, 1.1], [-0.3, 1.7, 0.3], [-0.4, -0.3, -0.5], [0.2, 0.1, -0.9], [0.8, 2.0, 1.0], [0.1, -1.1, 0.2], [-4.8, -1.7, -1.1], [-3.0, -1.4, -1.5], [1.0, 0.3, -0.6], [-0.4, 1.3, -0.3], [0.3, -2.5, 0.7], [0.4, 3.8, -2.3], [-1.0, -0.5, 1.0], [-0.2, -2.3, 1.4]],
  "lowdin_charge": [-0.077, -0.088, -0.284, 0.160, -0.512, 0.048, 0.113, 0.096, 0.093, 0.068, 0.082, 0.096, 0.026, 0.231, -0.089, -0.033, -0.110, -0.036, 0.075, 0.140]
}

{
  "formula": "C7H20N3OPSi",
  "method": "ωB97M-V/def2-TZVPD",
  "max_force_ev_per_a": 0.34,
  "homo_ev": -8.29,
  "smiles": "CCN[Si@@H](CCCO)[PH2]=N.CC#N",
  "elements": ["C", "C", "N", "Si", "C", "C", "C", "O", "P", "N", "H", "H", "H", "H", "H", "H", "H", "H", "H", "H", "H", "H", "H", "H", "H", "H", "H", "C", "C", "N", "H", "H", "H"],
  "positions_angstrom": [[-2.566, 2.521, -2.874], [-1.869, 1.649, -1.843], [-0.411, 1.682, -2.029], [0.692, 1.125, -0.826], [-0.075, 1.096, 0.871], [0.894, 0.918, 2.051], [1.906, 2.046, 2.201], [2.603, 1.979, 3.435], [1.268, -1.071, -1.173], [0.411, -2.086, -0.326], [-2.414, 2.132, -3.884], [-2.172, 3.538, -2.835], [-3.641, 2.558, -2.686], [-2.085, 2.025, -0.841], [-2.263, 0.626, -1.887], [-0.178, 1.384, -2.971], [1.967, 1.875, -0.916], [-0.701, 1.984, 1.014], [-0.753, 0.234, 0.852], [0.323, 0.867, 2.983], [1.409, -0.047, 1.962], [1.390, 3.012, 2.206], [2.603, 2.065, 1.355], [3.281, 1.296, 3.387], [1.188, -1.209, -2.587], [2.680, -1.108, -1.064], [0.970, -2.760, 0.189], [-1.222, -4.719, 0.900], [0.172, -4.762, 1.326], [1.278, -4.747, 1.635], [-1.451, -5.594, 0.294], [-1.876, -4.699, 1.770], [-1.356, -3.812, 0.309]],
  "atomic_forces_ev_per_a": [[0.0, 0.0, 0.0], [0.1, 0.0, 0.1], [-0.2, -0.3, -0.1], [0.1, -0.1, 0.0], [-0.1, 0.0, 0.1], [0.0, 0.0, 0.0], [-0.1, 0.0, -0.1], [0.2, 0.0, 0.0], [0.0, 0.2, -0.1], [0.1, 0.0, 0.2], [0.0, 0.0, 0.0], [0.0, -0.1, 0.0], [0.0, 0.0, 0.0], [0.0, 0.0, -0.1], [0.0, 0.1, 0.0], [0.1, 0.2, 0.0], [0.0, 0.0, -0.1], [0.1, 0.0, 0.0], [0.0, 0.1, 0.0], [0.0, 0.0, -0.1], [0.0, 0.1, 0.0], [0.0, -0.1, 0.0], [0.0, 0.0, 0.1], [-0.1, 0.0, 0.0], [0.0, 0.0, 0.0], [0.0, 0.0, 0.1], [-0.1, 0.0, -0.1], [0.1, 0.0, 0.0], [0.0, 0.0, 0.0], [0.0, -0.1, 0.0], [0.0, 0.0, 0.0], [0.0, 0.0, 0.0], [0.0, 0.0, 0.0]],
  "lowdin_charge": [-0.107, -0.343, -0.184, 0.473, -0.324, -0.251, -0.299, -0.068, 0.558, -0.358, 0.070, 0.074, 0.071, 0.093, 0.109, 0.069, -0.028, 0.076, 0.070, 0.115, 0.104, 0.123, 0.092, 0.087, -0.061, -0.047, -0.074, -0.075, -0.305, 0.125, 0.081, 0.080, 0.054]
}